Density functional theory data (wB97M-V/def2-TZVPD) for a molecular structure, C28H24Cl3N6O4S3Ti.

Structure (XYZ):
```
69
C28H24Cl3N6O4S3Ti, DFT wB97M-V/def2-TZVPD
Ti -0.632 -2.099 0.232
S 0.152 -1.267 -1.842
C 1.076 -1.123 -0.523
S -2.209 -0.429 0.847
C 1.983 -0.834 0.425
C 1.305 -1.508 1.490
N 0.481 -2.100 2.089
C 3.149 -0.022 0.469
N 4.052 0.689 0.453
Cl -1.385 6.754 5.015
C -0.843 6.155 3.489
C -1.762 5.681 2.568
C -1.301 5.206 1.352
C 0.053 5.185 1.029
C 0.462 4.601 -0.301
C 1.285 3.309 -0.147
N 0.502 2.310 0.583
C 0.571 2.069 1.938
C -0.350 1.119 2.220
N -0.985 0.805 1.032
C -0.456 1.554 0.062
O 1.170 5.551 -1.055
C 1.203 5.305 -2.464
C -0.168 5.228 -3.063
C -0.784 4.090 -3.491
Cl -0.125 2.493 -3.477
S -2.378 4.350 -4.061
C -2.246 6.026 -3.732
C -1.037 6.351 -3.208
C 0.949 5.677 1.979
Cl 2.661 5.702 1.691
C 0.512 6.162 3.201
H -2.818 5.694 2.799
H -2.017 4.850 0.621
H -0.467 4.328 -0.821
H 2.204 3.484 0.405
H 1.537 2.894 -1.121
H 1.270 2.592 2.568
H -0.620 0.634 3.141
H -0.742 1.532 -0.977
H 1.771 4.399 -2.692
H 1.750 6.152 -2.873
H -3.072 6.682 -3.956
H -0.753 7.356 -2.932
H 1.224 6.544 3.919
C -1.047 -6.655 -2.558
C 0.046 -7.188 -1.640
C 0.102 -6.480 -0.269
C 1.237 -7.078 0.592
C 1.358 -6.434 1.967
C -1.211 -6.748 0.453
O -1.602 -7.849 0.716
N -1.977 -5.635 0.855
C -1.640 -4.367 0.577
O -2.295 -3.365 0.957
N -0.529 -4.065 -0.130
C 0.422 -5.009 -0.512
O 1.458 -4.648 -1.009
H -1.043 -7.190 -3.506
H -0.902 -5.595 -2.783
H -2.040 -6.783 -2.120
H 1.026 -7.066 -2.101
H -0.105 -8.250 -1.445
H 2.162 -6.953 0.028
H 1.040 -8.146 0.687
H 1.558 -5.361 1.895
H 2.182 -6.878 2.524
H 0.453 -6.576 2.563
H -2.826 -5.814 1.379
```

The calculation puts the molecular weight at 758.97 g/mol. The value obtained for the HOMO energy is -11.60 eV. The LUMO energy is -4.3 eV. The energy above the lowest of the compared OMol25 structures with the same formula, charge and spin is 29.1 kcal/mol. As for the charge: +1.

=====

Density functional theory data (wB97M-V/def2-TZVPD) for a molecular structure, C28H24ClI3N2O2P2Pd.

Structure (XYZ):
```
63
C28H24ClI3N2O2P2Pd, DFT wB97M-V/def2-TZVPD
Pd -0.114 -0.523 -0.094
Cl 6.023 2.775 -1.118
C 4.841 1.635 -0.684
C 5.187 0.618 0.192
C 4.256 -0.323 0.583
I 4.754 -1.803 1.922
C 2.898 -0.282 0.089
O 2.038 -1.102 0.447
C 2.559 0.799 -0.860
N 1.298 0.820 -1.339
C 0.952 1.783 -2.176
C 1.833 2.787 -2.583
C 3.119 2.770 -2.109
C 3.512 1.750 -1.228
H 6.199 0.572 0.570
H -0.065 1.763 -2.548
H 1.497 3.555 -3.265
H 3.829 3.530 -2.407
I -0.488 -2.985 4.596
C -0.349 -3.830 2.724
C -0.148 -5.188 2.579
C -0.064 -5.771 1.318
I 0.162 -7.813 1.227
C -0.135 -4.971 0.120
C -0.043 -5.489 -1.184
C -0.106 -4.638 -2.257
C -0.244 -3.270 -2.023
N -0.341 -2.759 -0.808
C -0.299 -3.589 0.249
C -0.475 -2.972 1.575
O -0.739 -1.757 1.678
H -0.065 -5.810 3.459
H 0.075 -6.553 -1.333
H -0.042 -5.010 -3.270
H -0.270 -2.568 -2.848
C -1.122 1.053 2.985
P -0.215 1.380 1.445
C 1.263 2.270 2.012
C -1.249 2.598 0.571
C -1.210 3.950 0.905
C -2.058 4.857 0.285
C -2.962 4.415 -0.671
C -3.010 3.071 -1.010
C -2.158 2.152 -0.400
P -2.216 0.383 -0.839
C -2.860 0.312 -2.535
C -3.583 -0.327 0.132
H -1.321 1.999 3.491
H -0.533 0.400 3.630
H -2.064 0.555 2.767
H 1.001 2.975 2.802
H 1.744 2.804 1.193
H 1.964 1.541 2.425
H -0.516 4.309 1.655
H -2.017 5.905 0.552
H -3.630 5.116 -1.154
H -3.721 2.750 -1.760
H -2.928 -0.737 -2.824
H -2.207 0.825 -3.241
H -3.859 0.744 -2.587
H -4.445 0.339 0.127
H -3.263 -0.508 1.157
H -3.868 -1.284 -0.308
```

The calculation puts the molecular weight at 1005.05 g/mol. Its spin multiplicity is 5. The value obtained for the HOMO energy (alpha / beta) is -12.66 / -13.96 eV. The LUMO energy (alpha / beta) is -5.8 / -7.6 eV. The energy above the lowest of the compared OMol25 structures with the same formula, charge and spin is 0.0 kcal/mol. Its expectation value of S² is 6.072. As for the charge: +2.

=====

Density functional theory data (wB97M-V/def2-TZVPD) for a molecular structure, C28H24F6NO4P2PdS2 in a non-equilibrium geometry.

Structure (XYZ):
```
68
C28H24F6NO4P2PdS2, DFT wB97M-V/def2-TZVPD
Pd -0.393 -0.598 0.543
C -0.250 1.139 3.461
C -1.457 1.696 2.752
P -1.483 1.311 0.965
C -0.505 2.495 0.056
C -0.913 2.865 -1.224
C -0.129 3.732 -1.971
C 1.058 4.223 -1.446
C 1.478 3.840 -0.177
C 0.705 2.967 0.568
C -3.209 1.602 0.559
C -3.586 2.951 0.583
C -4.911 3.297 0.382
C -5.860 2.310 0.151
C -5.488 0.975 0.131
C -4.163 0.614 0.339
P 0.166 -0.472 2.748
C 1.777 -0.937 3.373
C 2.812 0.003 3.354
C 4.062 -0.333 3.844
C 4.293 -1.616 4.327
C 3.278 -2.561 4.316
C 2.020 -2.231 3.835
C -1.026 -1.654 3.433
C -1.205 -2.878 2.791
C -2.147 -3.780 3.253
C -2.929 -3.463 4.357
C -2.749 -2.253 5.011
C -1.798 -1.351 4.552
H -0.397 1.013 4.533
H 0.613 1.794 3.351
H -1.536 2.781 2.853
H -2.380 1.268 3.146
H -1.828 2.468 -1.645
H -0.445 4.020 -2.964
H 1.667 4.900 -2.031
H 2.408 4.218 0.227
H 1.058 2.652 1.541
H -2.850 3.730 0.744
H -5.200 4.339 0.399
H -6.893 2.586 -0.013
H -6.228 0.207 -0.048
H -3.888 -0.421 0.337
H 2.653 0.997 2.954
H 4.856 0.401 3.843
H 5.272 -1.879 4.707
H 3.464 -3.561 4.684
H 1.232 -2.971 3.845
H -0.602 -3.144 1.931
H -2.279 -4.726 2.744
H -3.681 -4.159 4.704
H -3.344 -2.010 5.882
H -1.669 -0.418 5.084
F 2.209 -3.350 -1.842
C 2.223 -2.081 -1.480
F 2.280 -2.014 -0.143
F 3.271 -1.456 -1.987
S 0.730 -1.210 -2.103
O 0.822 0.116 -1.509
O 0.702 -1.340 -3.523
N -0.371 -2.147 -1.284
S -1.943 -1.742 -1.413
O -2.596 -1.980 -0.149
O -2.136 -0.457 -2.043
C -2.636 -3.015 -2.556
F -1.825 -3.182 -3.585
F -2.782 -4.162 -1.907
F -3.819 -2.582 -2.973
```

The calculation puts the molecular weight at 784.99 g/mol. The value obtained for the HOMO energy is -11.86 eV. The LUMO energy is -5.0 eV. The energy above the lowest of the compared OMol25 structures with the same formula, charge and spin is 20.8 kcal/mol. As for the charge: +1.

=====

Density functional theory data (wB97M-V/def2-TZVPD) for a molecular structure, C28H24GeNaO4S in a non-equilibrium geometry.

Structure (XYZ):
```
59
C28H24GeNaO4S, DFT wB97M-V/def2-TZVPD
Na -1.932 3.153 -0.904
O 4.935 2.135 3.085
C 3.689 2.029 3.622
O 3.567 1.404 4.639
C 2.584 2.688 2.889
C 2.696 3.197 1.595
C 1.626 3.808 0.967
C 0.381 3.958 1.607
S -0.956 4.767 0.839
C 0.271 3.406 2.902
C 1.345 2.799 3.523
H 4.898 2.709 2.314
H 3.620 3.093 1.031
H 1.732 4.173 -0.047
H -0.687 3.471 3.401
H 1.250 2.382 4.519
O -2.226 0.704 -4.100
C -1.846 1.435 -3.167
O -2.564 2.161 -2.400
C -0.334 1.468 -2.859
C -0.034 1.047 -1.410
Ge -0.490 -0.788 -0.811
C 0.850 -1.930 -1.686
C 0.837 -1.952 -3.086
C 1.785 -2.676 -3.798
C 2.765 -3.394 -3.123
C 2.782 -3.396 -1.734
C 1.831 -2.671 -1.023
C -0.357 -0.604 1.143
C -1.451 0.004 1.770
C -1.465 0.221 3.142
C -0.372 -0.155 3.913
C 0.738 -0.723 3.305
C 0.743 -0.947 1.931
C -2.232 -1.636 -1.143
C -2.888 -2.271 -0.084
C -4.069 -2.973 -0.292
C -4.615 -3.052 -1.567
C -3.969 -2.432 -2.629
C -2.786 -1.733 -2.422
H 0.023 2.491 -3.025
H 0.175 0.821 -3.567
H -0.528 1.718 -0.710
H 1.033 1.123 -1.201
H 0.069 -1.404 -3.628
H 1.758 -2.681 -4.883
H 3.512 -3.951 -3.678
H 3.537 -3.967 -1.202
H 1.847 -2.703 0.061
H -2.313 0.298 1.177
H -2.326 0.689 3.605
H -0.375 0.020 4.984
H 1.611 -0.976 3.898
H 1.626 -1.380 1.475
H -2.470 -2.233 0.915
H -4.564 -3.456 0.543
H -5.542 -3.589 -1.731
H -4.392 -2.478 -3.626
H -2.328 -1.220 -3.260
```

The calculation puts the molecular weight at 552.16 g/mol. The value obtained for the HOMO energy is -4.87 eV. The LUMO energy is 2.2 eV. The energy above the lowest of the compared OMol25 structures with the same formula, charge and spin is 11.0 kcal/mol. As for the charge: -1.

=====

Density functional theory data (wB97M-V/def2-TZVPD) for 5 unconnected molecules or ions with the total composition C28H24IO17 in a non-equilibrium geometry.

Structure (XYZ):
```
70
C28H24IO17, DFT wB97M-V/def2-TZVPD
C 8.339 1.047 -3.325
C 7.143 0.212 -2.938
O 7.496 -0.602 -1.792
C 5.891 1.030 -2.645
C 4.568 0.417 -3.038
I 4.505 0.226 -5.249
H 8.487 1.856 -2.617
H 8.138 1.476 -4.300
H 9.227 0.426 -3.360
H 6.934 -0.469 -3.758
H 7.092 -1.451 -1.942
H 5.833 1.134 -1.561
H 5.997 2.028 -3.067
H 4.601 -0.622 -2.725
C 0.403 -2.188 -2.358
C -0.772 -1.817 -1.841
C -0.986 -0.464 -1.215
O -2.117 -0.245 -0.782
C 0.103 0.456 -1.174
C 1.313 0.120 -1.702
C 1.527 -1.261 -2.311
O 2.637 -1.514 -2.709
O 2.298 0.964 -1.741
O -1.852 -2.590 -1.819
H 0.567 -3.164 -2.795
H -0.076 1.427 -0.734
H 3.120 0.675 -2.316
H -2.542 -2.047 -1.388
C -7.012 3.814 -0.281
C -5.846 4.415 -0.561
C -4.629 3.641 -1.013
O -3.630 4.293 -1.252
C -4.728 2.204 -1.125
C -5.893 1.596 -0.844
C -7.117 2.374 -0.412
O -8.140 1.750 -0.192
O -6.059 0.292 -0.915
O -5.650 5.717 -0.471
H -7.887 4.359 0.042
H -3.846 1.653 -1.427
H -6.975 0.109 -0.637
H -4.719 5.862 -0.736
C 5.248 -1.574 1.600
C 5.469 -2.420 2.613
C 4.949 -3.835 2.610
O 5.222 -4.527 3.579
C 4.169 -4.287 1.481
C 3.942 -3.443 0.460
C 4.474 -2.030 0.458
O 4.208 -1.363 -0.517
O 3.257 -3.761 -0.618
O 6.158 -2.104 3.703
H 5.617 -0.558 1.588
H 3.795 -5.301 1.494
H 3.271 -2.976 -1.214
H 6.158 -2.909 4.255
C -6.656 1.049 4.899
C -7.133 0.764 3.678
C -6.340 -0.044 2.679
O -6.879 -0.265 1.610
C -5.012 -0.491 3.036
C -4.534 -0.200 4.255
C -5.337 0.580 5.270
O -4.821 0.775 6.355
O -3.338 -0.562 4.676
O -8.315 1.156 3.242
H -7.214 1.623 5.624
H -4.446 -1.047 2.302
H -3.254 -0.223 5.588
H -8.399 0.828 2.323
```

The calculation puts the molecular weight at 759.39 g/mol. The value obtained for the HOMO energy is -3.70 eV. The LUMO energy is -0.2 eV. As for the charge: -1.

=====

Density functional theory data (wB97M-V/def2-TZVPD) for a molecular structure, C28H24N2O11P3Ta in a non-equilibrium geometry.

Structure (XYZ):
```
69
C28H24N2O11P3Ta, DFT wB97M-V/def2-TZVPD
Ta 0.715 0.833 0.269
O 1.822 1.377 1.751
C 2.185 1.098 2.995
C 3.376 1.605 3.510
C 3.744 1.283 4.803
C 2.941 0.469 5.602
C 1.752 -0.013 5.099
C 1.360 0.299 3.792
C 0.086 -0.132 3.298
N -0.373 0.086 2.116
N -1.672 -0.382 1.942
C -1.988 -0.337 0.697
O -1.133 0.057 -0.224
C -3.370 -0.632 0.271
C -4.306 -1.101 1.192
C -5.601 -1.364 0.783
C -5.970 -1.163 -0.542
C -5.038 -0.700 -1.459
C -3.737 -0.438 -1.056
H 3.991 2.231 2.879
H 4.674 1.669 5.199
H 3.247 0.223 6.609
H 1.108 -0.634 5.709
H -0.574 -0.664 3.980
H -4.006 -1.252 2.219
H -6.327 -1.729 1.498
H -6.984 -1.368 -0.858
H -5.321 -0.543 -2.492
H -3.005 -0.077 -1.766
O 3.875 3.248 -1.615
P 2.419 2.724 -1.301
O 1.466 2.760 -2.425
O 2.588 1.369 -0.604
O 1.927 3.739 -0.126
P 0.391 3.956 0.302
O 0.475 4.011 1.891
O -0.237 5.122 -0.301
O -0.240 2.539 0.033
H 3.862 4.017 -2.197
H 0.329 4.913 2.199
O 1.063 -3.274 0.261
C 0.969 -2.190 -0.246
O 1.351 -1.065 0.358
C 0.356 -1.979 -1.630
P 0.713 -0.273 -2.183
C -0.530 0.156 -3.421
C -1.273 1.322 -3.264
C -2.252 1.646 -4.193
C -2.487 0.811 -5.276
C -1.739 -0.349 -5.441
C -0.759 -0.674 -4.517
C 2.283 -0.424 -3.070
C 3.243 -1.342 -2.651
C 4.467 -1.414 -3.297
C 4.740 -0.571 -4.364
C 3.786 0.347 -4.784
C 2.562 0.425 -4.139
H -0.726 -2.093 -1.542
H 0.723 -2.747 -2.308
H -1.075 1.981 -2.428
H -2.826 2.555 -4.070
H -3.251 1.067 -5.999
H -1.918 -0.996 -6.289
H -0.169 -1.573 -4.652
H 3.054 -2.000 -1.811
H 5.208 -2.128 -2.963
H 5.695 -0.629 -4.869
H 3.996 1.007 -5.615
H 1.828 1.154 -4.452
```

The calculation puts the molecular weight at 838.37 g/mol. The value obtained for the HOMO energy is -8.65 eV. The LUMO energy is -1.0 eV. The energy above the lowest of the compared OMol25 structures with the same formula, charge and spin is 9.6 kcal/mol.

=====

Density functional theory data (wB97M-V/def2-TZVPD) for a molecular structure, C28H24N5O2PdS.

Structure (XYZ):
```
61
C28H24N5O2PdS, DFT wB97M-V/def2-TZVPD
Pd -0.076 -0.242 -0.932
C 3.071 3.763 0.949
C 2.928 2.304 0.624
C 2.811 1.876 -0.698
C 2.696 0.527 -1.006
C 2.673 -0.406 0.034
C 2.801 -0.002 1.353
C 2.939 1.347 1.636
S 2.424 -2.124 -0.336
O 3.471 -2.583 -1.201
O 2.205 -2.808 0.916
N 1.019 -1.985 -1.160
C 0.289 -3.139 -1.444
C 0.793 -4.417 -1.551
C -0.049 -5.496 -1.887
C -1.383 -5.319 -2.124
C -1.940 -4.025 -2.018
C -3.306 -3.747 -2.242
C -3.780 -2.472 -2.112
C -2.883 -1.456 -1.744
N -1.608 -1.682 -1.529
C -1.106 -2.944 -1.667
H 2.539 4.385 0.229
H 4.123 4.057 0.924
H 2.692 3.981 1.947
H 2.835 2.609 -1.496
H 2.678 0.189 -2.035
H 2.781 -0.746 2.138
H 3.028 1.669 2.667
H 1.849 -4.591 -1.398
H 0.385 -6.483 -1.967
H -2.020 -6.150 -2.395
H -3.969 -4.558 -2.519
H -4.820 -2.233 -2.281
H -3.223 -0.434 -1.624
N -0.224 -1.277 3.147
C -0.385 -1.425 1.821
N -0.470 -0.271 1.200
C -0.332 0.709 2.181
C -0.294 2.099 2.084
C -0.113 2.812 3.250
C 0.034 2.169 4.490
C 0.010 0.794 4.598
C -0.175 0.081 3.418
H -0.119 -2.030 3.806
H -0.403 -2.390 1.340
H -0.375 2.595 1.126
H -0.080 3.893 3.212
H 0.172 2.767 5.381
H 0.129 0.300 5.552
C -2.423 3.927 -2.218
C -2.893 3.156 -1.166
C -2.184 2.028 -0.801
N -1.063 1.649 -1.426
C -0.611 2.396 -2.439
C -1.260 3.541 -2.866
H -2.955 4.816 -2.527
H -3.793 3.424 -0.630
H -2.502 1.401 0.024
H 0.300 2.060 -2.918
H -0.858 4.112 -3.690
```

The calculation puts the molecular weight at 601.02 g/mol. Its spin multiplicity is 3. The value obtained for the HOMO energy (alpha / beta) is -10.45 / -10.53 eV. The LUMO energy (alpha / beta) is -2.8 / -4.2 eV. The energy above the lowest of the compared OMol25 structures with the same formula, charge and spin is 0.0 kcal/mol. Its expectation value of S² is 2.007. As for the charge: +1.

=====

Number 1: calculated total energy -139740.3481 eV. Number 2: calculated total energy -95369.5300 eV. Number 3: calculated total energy -99132.2449 eV. Number 4: calculated total energy -109387.5185 eV. Number 5: calculated total energy -72331.9989 eV. Number 6: calculated total energy -84359.7284 eV. Number 7: calculated total energy -55281.2847 eV.